The following is a quantum chemistry calculation of a 12-piece molecular cluster, C53H58BN8O17S3 overall, from the Open Molecules 2025 dataset.

```
140
Properties=species:S:1:pos:R:3:lowdin_charge:R:1
O 1.2608 -1.9758 0.9395 0.15
C 0.4937 -1.0928 0.7542 -0.35
O -0.5979 -1.1973 -0.0294 0.20
B -1.2623 0.1136 -0.1191 -0.82
O -0.5361 0.9854 0.8333 0.23
C 0.4730 0.3713 1.3337 -0.44
O 1.1322 0.8015 2.1801 0.17
O -2.7435 -0.0241 -0.0303 0.19
C -3.3182 0.3458 -1.2072 -0.35
O -4.4887 0.1647 -1.4014 0.15
C -2.2606 0.8686 -2.1415 -0.40
O -1.0852 0.6947 -1.5217 0.16
O -2.4522 1.2088 -3.2707 0.14
C -5.5247 0.0886 -4.6212 -0.24
S -5.3399 -0.8107 -6.2172 0.78
O -6.5123 -1.7260 -6.3606 -0.58
C -5.6581 0.5934 -7.3359 -0.27
H -6.4416 0.6791 -4.6561 0.05
H -4.6111 0.6960 -4.4803 0.04
H -5.6041 -0.6314 -3.8484 0.02
H -5.7984 0.1382 -8.3608 0.06
H -4.8215 1.3039 -7.2671 0.05
H -6.6466 0.9471 -7.0498 0.04
C 1.9387 -4.5413 5.3448 -0.31
S 2.0257 -3.9834 6.9795 0.82
O 3.2890 -4.6932 7.5154 -0.57
C 2.3819 -2.3205 6.5184 -0.31
H 1.3358 -3.8783 4.7139 0.06
H 1.5389 -5.5391 5.2670 0.05
H 2.9683 -4.5397 5.0400 0.05
H 3.0239 -2.1481 5.6108 0.04
H 2.8170 -1.6420 7.2722 0.06
H 1.3627 -1.9044 6.3817 0.05
C 1.3971 -5.7601 0.2613 -0.25
S 3.0991 -5.2976 -0.0378 0.83
O 3.7461 -6.5135 -0.6398 -0.56
C 2.6060 -4.2204 -1.4052 -0.28
H 0.8462 -4.8403 0.4217 0.05
H 1.4233 -6.3384 1.1651 0.04
H 1.0880 -6.2788 -0.6018 0.04
H 1.7849 -4.6193 -1.9996 0.05
H 3.4817 -4.0602 -2.0786 0.08
H 2.2790 -3.3609 -0.8423 0.00
C -0.8475 4.0731 -1.9292 -0.08
C 0.2600 4.8091 -1.5173 -0.04
C 0.1021 6.0310 -0.8068 0.01
C -1.1922 6.4677 -0.5314 -0.13
C -2.3042 5.7919 -1.0721 0.02
C -2.1293 4.5537 -1.7971 -0.04
N -1.3386 7.8354 0.0886 -0.38
O -2.4633 8.2060 0.3265 0.07
O -0.3438 8.3749 0.4447 0.09
H -0.6758 3.0747 -2.3770 0.09
H 1.2061 4.4318 -1.5740 0.06
H 0.9616 6.6704 -0.5717 0.12
H -3.2790 6.2729 -1.0201 0.11
H -2.9649 3.9839 -2.0975 0.09
C 2.0429 0.1448 -2.2044 -0.07
C 2.1978 1.4897 -2.0778 -0.06
C 3.4073 2.1404 -1.8693 0.03
C 4.4761 1.2649 -1.7204 -0.14
C 4.3614 -0.0790 -1.8817 -0.02
C 3.1287 -0.6903 -2.1057 -0.03
N 5.8438 1.8236 -1.5036 -0.33
O 5.9527 3.0373 -1.4414 0.08
O 6.7617 1.0417 -1.2941 0.05
H 1.0825 -0.3067 -2.3697 0.09
H 1.2748 2.1059 -2.2270 0.10
H 3.4275 3.2134 -1.7493 0.12
H 5.2812 -0.6896 -1.8955 0.13
H 2.9947 -1.7614 -2.1100 0.08
C -6.0595 -1.0456 2.6419 -0.06
C -5.2807 -1.1043 1.4893 -0.04
C -4.9155 -2.3279 0.9711 0.00
C -5.3788 -3.4900 1.5099 -0.16
C -6.1433 -3.4514 2.6262 -0.02
C -6.4535 -2.2265 3.2290 -0.07
N -5.1375 -4.7948 0.8072 -0.28
O -4.4242 -4.8009 -0.2568 0.02
O -5.6621 -5.8013 1.2703 0.07
H -6.3310 -0.1182 3.1015 0.10
H -4.8241 -0.2517 1.0058 0.09
H -4.3962 -2.4074 0.0323 0.11
H -6.5053 -4.4594 2.9044 0.13
H -7.0389 -2.1610 4.1514 0.11
N 0.9255 5.2350 2.7371 0.08
C 0.5070 3.9836 2.5272 -0.14
C -0.6482 3.4540 3.0508 -0.07
C -1.4078 4.2121 3.8948 -0.08
C -0.9990 5.5016 4.1335 -0.08
C 0.1555 5.9462 3.5341 -0.17
H 1.2185 3.3734 2.0294 0.09
H -0.9292 2.5049 2.6367 0.09
H -2.3037 3.8394 4.3600 0.10
H -1.5968 6.0820 4.7904 0.09
H 0.5745 6.9095 3.7725 0.10
N 4.3863 -1.4916 3.7292 0.06
C 5.2467 -0.4984 3.5495 -0.18
C 5.9424 -0.2857 2.4083 -0.04
C 5.6356 -1.1070 1.2927 -0.06
C 4.7707 -2.1484 1.4390 -0.07
C 4.1893 -2.3106 2.6964 -0.14
H 5.3369 0.1182 4.4204 0.09
H 6.6921 0.4888 2.3809 0.11
H 6.0974 -1.0267 0.3497 0.07
H 4.4437 -2.8664 0.7203 0.06
H 3.3902 -3.0782 2.8726 0.11
N 1.9683 1.3500 -5.9380 0.06
C 2.5097 0.3214 -6.5467 -0.19
C 1.8404 -0.8197 -6.8217 -0.09
C 0.4876 -0.8719 -6.5258 -0.08
C -0.0969 0.1807 -5.8177 -0.08
C 0.7303 1.2249 -5.4778 -0.16
H 3.5815 0.4654 -6.8365 0.12
H 2.2628 -1.7253 -7.1948 0.09
H -0.1537 -1.7366 -6.7486 0.11
H -1.1263 0.1207 -5.4903 0.09
H 0.2882 2.0215 -4.9039 0.10
N -2.0121 -2.2578 -4.6012 0.09
C -2.9413 -3.0940 -4.2352 -0.17
C -3.0014 -3.6545 -2.9664 -0.07
C -1.9126 -3.6714 -2.1065 -0.05
C -0.8260 -2.9327 -2.5745 -0.07
C -0.9477 -2.2450 -3.7633 -0.14
H -3.6589 -3.3400 -5.0140 0.11
H -3.8472 -4.2609 -2.7345 0.08
H -1.9192 -4.1790 -1.1208 0.12
H 0.1466 -2.8922 -2.0548 0.09
H -0.1150 -1.6674 -4.0012 0.06
N 3.9050 2.5076 5.3026 0.07
C 3.4939 2.9741 6.4751 -0.19
C 2.2448 2.8953 7.0593 -0.08
C 1.3081 2.1899 6.3388 -0.07
C 1.6525 1.6662 5.0776 -0.07
C 2.9263 1.8873 4.5681 -0.13
H 4.2524 3.4529 7.1034 0.10
H 2.0706 3.4276 7.9504 0.09
H 0.3259 2.1492 6.7333 0.09
H 0.9498 1.1924 4.3584 0.09
H 3.2226 1.5508 3.5732 0.09
```

gap between HOMO and LUMO: 7.884 eV
E_tot: -4990.83287 Ha
charge: -1
HOMO energy: -7.18 eV

The following is a quantum chemistry calculation of C53H59AsN6O10PRb as an isolated structure, from the Open Molecules 2025 dataset.

```
131
Properties=species:S:1:pos:R:3:lowdin_charge:R:1
Rb -0.4067 0.0232 -0.5563 0.68
C -1.0258 2.4223 3.3638 -0.16
C -2.2865 1.7909 2.7335 -0.11
C -2.4657 0.3623 3.1571 -0.31
C -3.3044 0.0236 4.2204 -0.02
C -3.4490 -1.3068 4.5734 -0.07
C -2.7518 -2.2673 3.8553 -0.07
C -1.9462 -1.8436 2.8113 -0.17
N -1.8053 -0.5686 2.4590 0.09
N 0.0280 2.7156 2.4024 -0.14
C -0.1416 3.9840 1.7066 -0.13
C -1.1516 4.0779 0.5725 -0.25
C -1.6276 5.3457 0.2490 -0.03
C -2.5368 5.4902 -0.7854 -0.06
C -2.9696 4.3591 -1.4548 -0.04
C -2.4555 3.1355 -1.0625 -0.13
N -1.5517 2.9940 -0.0920 0.09
C 1.3064 2.7291 3.0973 -0.14
C 1.6074 1.4570 3.8476 -0.28
C 2.4455 1.5080 4.9599 -0.02
C 2.7231 0.3426 5.6513 -0.06
C 2.1104 -0.8314 5.2432 -0.06
C 1.2738 -0.7801 4.1410 -0.12
N 1.0477 0.3243 3.4355 0.13
H -0.6109 1.7087 4.0730 0.10
H -1.3056 3.3230 3.9362 0.13
H -2.1626 1.7980 1.6562 0.07
H -3.1685 2.3771 2.9982 0.12
H -3.8400 0.7988 4.7539 0.12
H -4.0964 -1.5915 5.3933 0.11
H -2.8413 -3.3192 4.0919 0.10
H -1.3840 -2.5626 2.2208 0.10
H 0.8279 4.2678 1.2850 0.13
H -0.4112 4.7738 2.4290 0.12
H -1.2885 6.2068 0.8120 0.11
H -2.9094 6.4704 -1.0541 0.11
H -3.6747 4.4174 -2.2716 0.11
H -2.7668 2.2264 -1.5616 0.09
H 1.3584 3.5578 3.8256 0.13
H 2.0945 2.8901 2.3658 0.11
H 2.8711 2.4537 5.2725 0.11
H 3.3894 0.3543 6.5043 0.11
H 2.2756 -1.7640 5.7662 0.10
H 0.7477 -1.6656 3.8054 0.10
C 1.6597 -1.0313 -4.2825 0.00
C 0.4793 -1.6360 -3.5719 -0.50
C -0.7283 -1.9018 -4.4247 0.00
O 0.5053 -1.9283 -2.3940 -0.12
H 1.3453 -0.4906 -5.1728 0.09
H 2.3365 -1.8404 -4.5737 0.09
H 2.1963 -0.3651 -3.6106 0.08
H -0.4460 -2.4521 -5.3241 0.09
H -1.1361 -0.9352 -4.7291 0.09
H -1.4783 -2.4476 -3.8558 0.08
C 4.7256 -3.6876 -3.8581 -0.10
C 5.0386 -2.4174 -3.3919 -0.09
C 4.3469 -1.8877 -2.3149 -0.13
C 3.3449 -2.6153 -1.6753 -0.39
C 3.0375 -3.8842 -2.1500 -0.10
C 3.7230 -4.4157 -3.2353 -0.08
As 2.4100 -1.7424 -0.1862 1.32
C 4.0849 -1.3412 0.7584 -0.40
C 5.1277 -2.2579 0.8916 -0.13
C 6.3276 -1.8829 1.4735 -0.08
C 6.5133 -0.5739 1.9033 -0.09
C 5.5002 0.3561 1.7358 -0.08
C 4.2935 -0.0290 1.1686 -0.12
C 1.7792 -3.3709 0.7093 -0.38
C 2.4406 -4.0270 1.7433 -0.10
C 1.8841 -5.1479 2.3435 -0.08
C 0.6522 -5.6281 1.9216 -0.09
C -0.0195 -4.9807 0.8951 -0.09
C 0.5395 -3.8611 0.2948 -0.14
H 5.2619 -4.1060 -4.7002 0.10
H 5.8215 -1.8405 -3.8682 0.10
H 4.5908 -0.8915 -1.9593 0.11
H 2.2577 -4.4652 -1.6735 0.10
H 3.4705 -5.4064 -3.5932 0.10
H 5.0068 -3.2665 0.5139 0.11
H 7.1299 -2.6042 1.5689 0.10
H 7.4547 -0.2800 2.3507 0.10
H 5.6528 1.3884 2.0267 0.11
H 3.5051 0.6992 1.0290 0.07
H 3.3853 -3.6493 2.1088 0.09
H 2.4138 -5.6486 3.1446 0.10
H 0.2165 -6.5004 2.3922 0.10
H -0.9823 -5.3486 0.5608 0.10
H 0.0140 -3.3586 -0.5121 0.08
C -5.6462 -3.1320 1.5309 -0.07
C -4.7506 -3.2670 0.3109 -0.31
O -4.7529 -2.0736 -0.4618 -0.29
P -3.4689 -1.0311 -0.3615 0.83
O -2.9755 -0.9475 -1.8846 -0.37
C -3.6346 -0.2747 -2.9793 -0.26
C -4.4588 -1.2474 -3.8012 -0.06
O -4.3158 0.3603 -0.3253 -0.32
C -5.0053 0.7726 0.8518 -0.29
C -6.5063 0.6622 0.6611 -0.06
H -5.6520 -4.0632 2.0998 0.08
H -6.6673 -2.9049 1.2231 0.08
H -5.2869 -2.3282 2.1769 0.06
H -5.1158 -4.0681 -0.3344 0.12
H -3.7293 -3.5165 0.6237 0.09
H -2.8396 0.1791 -3.5697 0.09
H -4.2680 0.5230 -2.5982 0.11
H -3.8452 -2.0772 -4.1533 0.07
H -4.8674 -0.7232 -4.6659 0.08
H -5.2789 -1.6491 -3.2056 0.07
H -4.7200 1.8104 1.0392 0.11
H -4.6876 0.1750 1.7122 0.09
H -6.8152 1.2324 -0.2152 0.08
H -7.0228 1.0566 1.5378 0.08
H -6.7942 -0.3785 0.5176 0.06
O -1.5264 2.5518 -3.7803 0.02
C -0.4909 2.0758 -3.3062 -0.66
O -0.2520 0.9146 -2.8918 -0.23
C 0.7236 3.0224 -3.2127 -0.07
C 0.9558 3.9691 -4.1970 0.09
C 2.1130 4.7327 -4.1496 -0.11
C 3.0129 4.6263 -3.1077 0.08
C 2.7378 3.7082 -2.1101 -0.12
C 1.6174 2.8858 -2.1611 0.07
N 3.6798 3.5843 -1.0082 -0.34
O 4.7453 4.1596 -1.0882 0.10
O 3.3528 2.8841 -0.0634 0.05
N 2.3942 5.6909 -5.2229 -0.35
O 3.3573 6.4233 -5.0898 0.08
O 1.6510 5.6923 -6.1839 0.09
H 0.2393 4.1098 -4.9941 0.14
H 3.9011 5.2370 -3.0745 0.13
H 1.4393 2.1346 -1.3951 0.11
```

gap between HOMO and LUMO: 7.904 eV
E_tot: -5737.11185 Ha
relative energy (zero: lowest compared OMol25 entry of this formula, charge and spin): 3.23 kcal/mol
HOMO energy: -8.51 eV

The following is a quantum chemistry calculation of C53H59ClNO5SSb2SiV as an isolated structure, from the Open Molecules 2025 dataset.

```
124
Properties=species:S:1:pos:R:3:lowdin_charge:R:1
V 0.2493 -0.8657 0.1586 0.74
C -1.7928 4.6975 -1.6662 -0.32
Sb -2.5435 2.8000 -0.9486 1.32
C -4.0608 3.7276 0.2809 -0.32
C -3.8859 2.4828 -2.6589 -0.32
C -3.1776 2.6772 -3.9571 -0.30
C -3.1941 3.9483 -4.5351 -0.07
C -2.5305 4.2266 -5.7158 -0.08
C -1.8449 3.2117 -6.3649 -0.08
C -1.8459 1.9383 -5.8259 -0.07
C -2.4937 1.6401 -4.6245 -0.29
C -2.4745 0.2244 -4.1505 -0.30
Sb -0.8080 -0.3133 -2.8016 1.36
C 0.6385 1.0586 -3.6238 -0.29
C -0.2001 -1.9191 -4.0989 -0.30
H -2.6311 5.3237 -1.9675 0.00
H -1.1379 4.5525 -2.5246 0.00
H -1.2389 5.2035 -0.8754 0.00
H -4.5104 4.5515 -0.2714 0.01
H -3.6064 4.1161 1.1923 0.00
H -4.8280 3.0029 0.5536 -0.01
H -4.6825 3.2144 -2.5313 0.06
H -4.3134 1.4859 -2.5561 0.04
H -3.7516 4.7345 -4.0391 0.11
H -2.5534 5.2264 -6.1292 0.10
H -1.3317 3.4074 -7.2974 0.10
H -1.3486 1.1353 -6.3596 0.11
H -2.3400 -0.4473 -4.9958 0.05
H -3.3964 -0.0558 -3.6418 0.04
H 0.5895 1.0083 -4.7089 0.01
H 1.6356 0.7612 -3.2971 -0.01
H 0.4290 2.0808 -3.3078 0.00
H -0.3528 -1.6120 -5.1323 0.01
H -0.7894 -2.8106 -3.8932 0.01
H 0.8471 -2.1446 -3.9284 -0.01
O 1.4141 -1.7315 -0.8463 -0.46
Si 2.6134 -2.8083 -1.1395 0.56
C 2.9957 -3.9334 0.3414 -0.23
C 2.4000 -5.1866 0.4987 -0.09
C 2.6607 -5.9761 1.6082 -0.07
C 3.5401 -5.5330 2.5853 -0.08
C 4.1697 -4.3062 2.4344 -0.07
C 3.8998 -3.5207 1.3245 -0.11
C 2.2632 -3.9604 -2.5973 -0.23
C 1.1453 -4.7989 -2.6353 -0.12
C 0.9504 -5.6961 -3.6727 -0.08
C 1.8690 -5.7683 -4.7105 -0.08
C 2.9826 -4.9428 -4.6968 -0.07
C 3.1761 -4.0527 -3.6495 -0.09
C 4.2004 -1.8579 -1.4942 -0.23
C 5.4155 -2.5487 -1.4918 -0.11
C 6.6113 -1.9052 -1.7681 -0.07
C 6.6212 -0.5422 -2.0338 -0.08
C 5.4294 0.1659 -2.0329 -0.07
C 4.2365 -0.4950 -1.7787 -0.09
H 1.7315 -5.5666 -0.2625 0.09
H 2.1728 -6.9377 1.7111 0.11
H 3.7441 -6.1490 3.4517 0.10
H 4.8677 -3.9568 3.1848 0.11
H 4.4022 -2.5644 1.2174 0.11
H 0.3985 -4.7422 -1.8484 0.09
H 0.0780 -6.3382 -3.6773 0.10
H 1.7192 -6.4652 -5.5251 0.10
H 3.7094 -4.9923 -5.4979 0.10
H 4.0544 -3.4193 -3.6509 0.09
H 5.4172 -3.6087 -1.2578 0.11
H 7.5373 -2.4662 -1.7687 0.11
H 7.5536 -0.0352 -2.2450 0.11
H 5.4277 1.2304 -2.2304 0.11
H 3.3096 0.0636 -1.8285 0.06
N 1.1723 0.9728 -0.0948 0.04
C 1.6103 1.6711 1.0913 -0.29
C 2.7874 1.2854 1.7173 -0.02
C 3.1720 1.9148 2.8930 -0.03
C 2.3784 2.9188 3.4201 -0.24
C 1.2239 3.3299 2.7745 -0.05
C 0.8356 2.7052 1.6006 -0.05
S 2.7008 3.5971 5.0769 0.40
O 2.3767 5.0052 4.9539 -0.36
O 4.0928 3.2962 5.3411 -0.36
O 1.7452 2.8210 5.8562 -0.36
H 1.9711 0.6515 -0.6337 0.07
H 0.5972 1.5761 -0.6770 0.07
H 3.3836 0.4865 1.2837 0.11
H 4.0806 1.6448 3.4156 0.12
H 0.6551 4.1408 3.2115 0.12
H -0.0693 3.0110 1.0802 0.07
C -7.4701 0.3579 2.4130 -0.03
C -5.9788 0.2796 2.2854 -0.24
C -5.3797 -0.5307 1.3278 0.00
C -4.0076 -0.6013 1.1630 -0.17
C -3.4931 -1.5325 0.1038 -0.02
C -3.1749 0.2062 1.9881 -0.11
C -1.7617 0.3534 1.8433 -0.08
O -0.9967 -0.2096 0.9867 -0.25
C -3.7770 0.9853 3.0154 -0.19
C -2.9408 1.7831 3.9825 -0.02
C -5.1506 1.0109 3.1332 0.00
H -7.9523 -0.5108 1.9677 0.08
H -7.8436 1.2488 1.9029 0.09
H -7.7695 0.4268 3.4584 0.09
H -6.0067 -1.1466 0.6922 0.12
H -4.2581 -2.2688 -0.1394 0.09
H -2.6076 -2.0690 0.4247 0.06
H -3.2522 -0.9775 -0.8075 0.06
H -1.2541 1.0480 2.5089 0.12
H -2.4791 2.6463 3.4970 0.09
H -2.1422 1.1808 4.4153 0.10
H -3.5631 2.1508 4.7951 0.09
H -5.5981 1.6183 3.9118 0.13
Cl -2.8857 -6.4351 2.3262 0.67
C -1.8394 -5.0573 2.2253 -0.68
C -1.2992 -4.7009 1.0041 -0.11
C -0.4283 -3.6247 0.9369 -0.09
C -0.0760 -2.8764 2.0723 -0.28
C 0.8789 -1.7418 1.9508 -0.12
C -0.6745 -3.2470 3.2807 -0.02
C -1.5370 -4.3262 3.3637 -0.09
H -1.5485 -5.2748 0.1204 0.11
H 0.0099 -3.3775 -0.0204 0.07
H 1.8903 -2.1016 1.7718 0.05
H 0.8877 -1.1037 2.8355 0.08
H -0.4377 -2.6918 4.1803 0.12
H -1.9678 -4.6158 4.3130 0.11
```

gap between HOMO and LUMO (alpha / beta): 5.919 / 5.586 eV
E_tot: -5058.35219 Ha
spin multiplicity: 3
relative energy (zero: lowest compared OMol25 entry of this formula, charge and spin): 2.10 kcal/mol
HOMO energy (alpha / beta): -7.48 / -7.48 eV